This record from the Open Molecules 2025 dataset describes a structure of composition C14H33MoO6PS2 at a distorted geometry. The level of theory is ωB97M-V/def2-TZVPD.

Results
LUMO level (spin up / spin down), hartree: -0.4196 / -0.4442
Charge: +3
Multiplicity: 2
Highest occupied orbital energy (spin up / spin down), eV: -19.32 / -19.36
⟨S²⟩: 0.759
Kohn-Sham gap (spin up / spin down), eV: 7.9 / 7.3

Last column: Löwdin spin population.
Cartesian coordinates (Å):
Mo (-0.087, 0.111, 0.894)  0.9551
C (2.912, -1.010, 1.710)  0.0005
O (1.487, -0.930, 2.045)  0.0041
C (1.204, -1.423, 3.382)  0.0009
C (-0.282, -1.629, 3.419)  0.0047
O (-0.902, -0.459, 2.796)  0.0293
C (-1.183, 0.694, 3.655)  0.0025
C (-0.030, 1.675, 3.604)  0.0042
O (0.490, 1.679, 2.244)  0.0100
C (1.363, 2.840, 2.002)  0.0029
H (3.276, -1.988, 2.014)  0.0000
H (2.990, -0.889, 0.636)  0.0000
H (3.439, -0.214, 2.233)  0.0003
H (1.727, -2.368, 3.531)  0.0000
H (1.570, -0.693, 4.105)  0.0000
H (-0.593, -2.473, 2.806)  -0.0001
H (-0.676, -1.754, 4.426)  0.0009
H (-2.100, 1.124, 3.259)  0.0001
H (-1.366, 0.333, 4.665)  -0.0002
H (-0.396, 2.677, 3.836)  0.0000
H (0.792, 1.438, 4.280)  0.0003
H (0.759, 3.741, 2.079)  0.0000
H (2.154, 2.830, 2.749)  0.0000
H (1.781, 2.740, 1.008)  -0.0001
C (-1.234, -1.595, -4.913)  0.0004
C (0.050, -0.936, -4.520)  0.0011
O (-0.056, -0.552, -3.042)  0.0055
P (0.877, -0.826, -1.869)  0.0245
S (-0.138, -1.840, -0.401)  0.0053
S (1.274, 0.916, -0.845)  -0.0098
O (2.126, -1.573, -2.318)  0.0124
C (3.616, -1.385, -2.242)  0.0001
C (4.173, -1.408, -3.633)  0.0006
H (-1.180, -1.822, -5.980)  0.0002
H (-2.082, -0.931, -4.760)  0.0000
H (-1.383, -2.533, -4.380)  0.0000
H (0.228, 0.017, -5.009)  0.0001
H (0.924, -1.576, -4.598)  0.0001
H (3.946, -2.219, -1.629)  0.0000
H (3.785, -0.441, -1.724)  -0.0002
H (4.070, -2.391, -4.089)  0.0000
H (5.237, -1.169, -3.581)  0.0002
H (3.697, -0.658, -4.264)  0.0000
C (-3.914, 1.389, 1.064)  -0.0009
C (-3.074, 1.147, -0.156)  -0.0018
C (-3.434, -0.086, -0.936)  -0.0016
C (-2.799, 2.369, -0.987)  -0.0014
O (-1.599, 0.780, 0.426)  -0.0489
H (-4.933, 1.564, 0.712)  -0.0002
H (-3.602, 2.277, 1.612)  0.0000
H (-3.948, 0.518, 1.720)  0.0000
H (-4.387, 0.122, -1.429)  -0.0005
H (-3.570, -0.954, -0.293)  0.0000
H (-2.702, -0.306, -1.713)  -0.0001
H (-3.764, 2.722, -1.358)  -0.0004
H (-2.168, 2.151, -1.848)  0.0000
H (-2.363, 3.176, -0.400)  0.0000

This record from the Open Molecules 2025 dataset describes a cluster of 2 separate species, C4H11NO2 in total at a distorted geometry. The level of theory is ωB97M-V/def2-TZVPD.

Results
LUMO level, hartree: 0.0250
Charge: 0
Highest occupied orbital energy, eV: -9.37
Kohn-Sham gap, eV: 10.0

Last column: natural (NBO) charge in e.
Cartesian coordinates (Å):
C (-1.108, 0.130, 1.416)  -0.7257
C (-1.566, 1.262, 0.558)  0.7854
O (-2.326, 1.044, -0.366)  -0.6022
O (-1.006, 2.455, 0.710)  -0.6872
H (-0.840, -0.734, 0.814)  0.2463
H (-1.977, -0.205, 1.995)  0.2464
H (-0.278, 0.430, 2.072)  0.2300
H (-1.000, 2.970, -0.095)  0.5050
C (2.118, -0.278, -0.792)  -0.6112
C (1.443, -1.582, -1.168)  -0.2291
N (1.934, -2.642, -0.282)  -0.8495
H (3.079, -0.081, -1.260)  0.2094
H (2.172, -0.083, 0.277)  0.2062
H (1.489, 0.561, -1.150)  0.1936
H (0.347, -1.445, -1.097)  0.1676
H (1.599, -1.705, -2.243)  0.1963
H (1.339, -2.866, 0.505)  0.3596
H (2.047, -3.502, -0.804)  0.3588

In order of appearance, total energy = -60128.2047, -9911.3168 eV.
In order of appearance, molar mass = 488.46, 105.14 g mol⁻¹.